Entry 1:
Density functional theory data (the ωB97M-V functional and the def2-TZVPD basis) for a cluster of 2 separate species, C4H9NO3 in total at a distorted geometry.

Geometry as XYZ:
```
17
Properties=species:S:1:pos:R:3:nbo_charge:R:1
O 2.36 -1.30 0.99 -0.52
O -1.02 2.94 -0.30 -0.51
O -2.93 -0.95 0.32 -0.96
N -0.04 -1.25 -0.45 -0.87
C 0.87 -0.07 -0.43 -0.15
C 2.22 -0.45 0.14 0.43
C 0.31 1.09 0.42 -0.52
C -0.89 1.74 -0.22 0.43
H 1.08 1.85 0.52 0.23
H 3.11 0.10 -0.23 0.12
H -0.08 -1.62 -1.38 0.37
H 0.12 0.71 1.43 0.24
H 0.33 -1.95 0.19 0.39
H 1.01 0.27 -1.45 0.20
H -1.67 1.07 -0.62 0.14
H -2.11 -1.12 -0.15 0.49
H -2.69 -1.06 1.25 0.46
```

multiplicity = 1
HOMO-LUMO gap = 10.24 eV
SMILES = N[C@H](C=O)CC=O.O


Entry 2:
Density functional theory data (the ωB97M-V functional and the def2-TZVPD basis) for a structure of composition C12H24CrO7.

Geometry as XYZ:
```
44
Properties=species:S:1:pos:R:3:nbo_charge:R:1
Cr -0.79 -0.14 -0.03 1.20
O -0.55 2.00 0.55 -0.57
O 0.74 0.10 -1.55 -0.57
O -0.10 -2.21 -0.59 -0.55
O -1.46 1.49 -2.03 -0.52
O -1.00 -1.62 1.87 -0.54
O -2.31 -0.49 -0.25 -0.66
O 1.05 0.06 1.48 -0.56
C 0.59 2.37 1.32 -0.07
C 1.30 -1.11 2.26 -0.09
C 1.00 -1.08 -2.32 -0.08
C -1.07 3.08 -0.23 -0.09
C 0.88 1.24 2.27 -0.09
C 0.01 -1.63 2.86 -0.10
C 1.10 -2.23 -1.35 -0.08
C -2.03 2.53 -1.26 -0.10
C -1.36 -2.88 1.29 -0.09
C 0.92 1.35 -2.22 -0.08
C -0.38 1.80 -2.88 -0.10
C -0.31 -3.32 0.28 -0.09
H 1.95 -0.97 -2.86 0.20
H 0.40 3.29 1.87 0.21
H 0.19 -1.24 -3.03 0.20
H -0.23 3.60 -0.71 0.18
H 1.23 2.05 -1.44 0.19
H -0.65 -4.18 -0.29 0.21
H -1.49 -3.64 2.07 0.20
H -0.33 2.87 -3.11 0.19
H -2.39 3.34 -1.90 0.20
H -0.32 -0.99 3.67 0.20
H 1.75 -1.82 1.57 0.19
H 0.04 1.12 2.96 0.20
H 1.21 -3.17 -1.89 0.21
H -1.58 3.79 0.42 0.21
H 1.73 1.26 -2.94 0.20
H 2.03 -0.89 3.04 0.20
H -0.54 1.26 -3.81 0.20
H 0.16 -2.63 3.28 0.20
H 0.63 -3.58 0.78 0.17
H 1.45 2.53 0.65 0.19
H -2.31 -2.70 0.80 0.24
H -2.88 2.06 -0.75 0.23
H 1.79 1.43 2.84 0.21
H 1.96 -2.09 -0.69 0.18
```

total charge = +1
multiplicity = 2
HOMO-LUMO gap (spin up / spin down) = 8.33 / 8.44 eV
<S²> = 0.86


Entry 3:
Density functional theory data (the ωB97M-V functional and the def2-TZVPD basis) for an isolated molecule of C4H7ClN2 at a distorted geometry.

Geometry as XYZ:
```
14
Properties=species:S:1:pos:R:3:nbo_charge:R:1
Cl 0.87 3.40 -0.62 0.07
N 1.38 1.87 -1.07 -0.59
N -0.47 0.99 0.37 -0.61
C -0.91 -0.28 0.96 -0.22
C 0.78 -0.69 -0.71 -0.47
C 0.54 0.74 -0.50 0.45
C -0.43 -1.36 -0.01 -0.40
H -0.62 1.99 0.44 0.44
H -0.16 -2.35 0.56 0.23
H -0.45 -0.48 1.99 0.19
H 1.63 -1.00 0.10 0.23
H 1.03 -0.97 -1.68 0.25
H -2.02 -0.36 1.04 0.22
H -1.18 -1.50 -0.86 0.21
```

multiplicity = 1
HOMO-LUMO gap = 8.73 eV
SMILES = Cl/N=C1/CCCN1


Entry 4:
Density functional theory data (the ωB97M-V functional and the def2-TZVPD basis) for a cluster of 3 separate species, C5H10N2O in total at a distorted geometry.

Geometry as XYZ:
```
18
Properties=species:S:1:pos:R:3:nbo_charge:R:1
O 1.56 -0.15 -1.23 -0.75
N -1.83 1.38 1.68 -0.36
N 0.08 -1.46 1.03 -0.76
C -1.32 -0.36 -1.31 -0.51
C -1.04 0.87 -0.72 -0.31
C 1.28 0.85 -0.34 -0.19
C 0.92 -0.52 1.45 -0.06
C -1.58 1.16 0.57 0.27
H 0.33 -1.97 0.19 0.40
H -0.90 1.75 -1.34 0.25
H -1.97 -1.06 -0.80 0.20
H 1.98 -0.75 1.35 0.20
H -0.82 -1.57 1.47 0.41
H 0.80 -0.78 -1.38 0.45
H 1.13 1.82 -0.80 0.16
H 0.58 0.13 2.25 0.22
H 2.12 1.08 0.32 0.16
H -1.34 -0.44 -2.39 0.22
```

multiplicity = 1
HOMO-LUMO gap (spin up / spin down) = 7.85 / 7.85 eV


Entry 5:
Density functional theory data (the ωB97M-V functional and the def2-TZVPD basis) for a structure of composition C30H45F5OP2Tl at a distorted geometry.

Geometry as XYZ:
```
84
Properties=species:S:1:pos:R:3:mulliken_charge:R:1
Tl 0.00 0.00 0.00 1.85
P 1.62 1.66 0.56 0.89
P 0.91 -2.13 -0.26 0.78
F 0.98 1.16 7.18 -0.29
F 0.36 1.70 4.85 -0.36
F 1.89 -1.25 7.98 -0.30
F 2.21 -3.24 6.20 -0.29
F 1.69 -3.00 3.80 -0.42
O 0.62 -0.46 2.38 -0.11
C -2.15 -1.68 2.13 -1.54
C 1.60 -1.04 6.68 0.75
C -0.92 0.48 -5.47 -1.16
C 1.38 2.59 2.19 -1.02
C 0.96 -0.61 3.82 -0.78
C 1.38 -1.38 -5.21 -0.90
C -1.88 -0.61 1.06 0.64
C -3.08 -1.88 -0.85 -1.95
C 0.06 -1.59 -4.47 -0.38
C -0.20 -3.65 -0.62 -1.54
C 1.38 -3.17 1.30 -1.83
C 1.14 0.17 6.25 0.07
C 2.24 -0.28 -4.59 -1.19
C -0.06 1.63 -4.92 -1.24
C 1.96 3.28 -0.38 -1.37
C -2.15 -0.73 -0.37 0.42
C 0.52 1.26 -3.57 -0.01
C -2.87 1.17 -2.09 -1.98
C 3.45 1.23 0.85 -1.30
C 1.54 0.40 -3.42 0.11
C 2.64 -2.61 -0.92 -1.28
C -0.96 -0.75 -4.54 -0.44
C 1.46 -1.86 4.41 0.05
C 1.76 -2.04 5.76 0.21
C 0.82 0.42 4.91 -0.05
C -1.64 0.83 1.34 1.05
C -1.73 3.12 -0.03 -1.73
C -1.64 1.43 2.76 -1.21
C -2.00 0.62 -0.94 1.60
C -1.63 1.59 0.09 -0.10
H 0.40 -4.48 -1.01 0.48
H -2.61 1.29 3.22 0.39
H 1.17 -1.11 -6.25 0.38
H 1.91 -2.32 -5.32 0.41
H 2.46 3.09 -1.33 0.41
H 1.03 3.82 -0.57 0.32
H 0.75 1.86 -5.62 0.45
H 3.20 -0.68 -4.24 0.37
H 3.93 0.95 -0.09 0.39
H 0.00 1.77 -2.80 0.43
H 2.26 3.21 2.42 0.62
H -3.20 0.41 -2.80 0.46
H 3.35 -1.82 -0.72 0.32
H -1.91 0.81 -5.76 0.33
H 2.28 -2.78 1.78 0.38
H 1.25 1.93 3.04 -0.08
H -1.12 3.63 0.72 0.39
H -2.88 -2.81 -0.32 0.46
H -0.99 -3.45 -1.33 0.31
H 1.60 -4.21 1.07 0.80
H -1.91 -1.08 -4.23 0.75
H 2.61 -2.82 -1.98 0.39
H 3.99 2.08 1.26 0.48
H -0.72 -4.01 0.27 0.41
H -0.62 2.56 -4.84 0.38
H 1.95 0.04 -2.50 0.45
H -1.45 2.51 2.76 0.39
H -1.81 -2.66 1.80 0.22
H -3.21 -1.76 2.35 0.38
H -1.63 -1.46 3.06 0.17
H -3.09 -2.12 -1.90 0.36
H -0.91 0.96 3.42 -0.07
H -4.11 -1.61 -0.60 0.40
H 0.57 -3.18 2.03 0.29
H -0.07 -2.58 -4.11 0.54
H 2.61 3.93 0.19 0.49
H 2.51 0.47 -5.34 0.40
H 0.53 3.26 2.13 0.29
H -2.42 2.00 -2.62 0.26
H -3.80 1.56 -1.67 0.43
H -2.76 3.45 0.11 0.32
H -1.40 3.47 -1.01 0.38
H 3.04 -3.53 -0.48 0.48
H -0.51 0.18 -6.44 0.42
H 3.54 0.40 1.54 0.30
```

total charge = +1
multiplicity = 1
HOMO-LUMO gap = 7.61 eV


Energy relative to the best compared isomer or geometry (same formula, charge and spin), respectively: 41.8 0.0 72.3 133.4 145.3 kcal per mole.